1.
11
Properties=species:S:1:pos:R:3:mulliken_charge:R:1 method="wB97M-V/def2-TZVPD" energy_ha=-4059.3674 e_lumo_ev="-1.485 / -1.487" smiles="Clc1sccc1Br.O=S" orbital_gap_ev="7.52 / 7.44"
H 2.313 0.107 -0.747 0.42
Br -2.166 1.880 0.813 -0.11
C -1.172 -0.118 -0.997 0.51
O 0.594 -2.660 1.562 -0.28
C 0.522 1.033 0.085 -0.54
C 1.247 0.186 -0.684 -0.46
S 0.257 -0.848 -1.640 -0.10
H 0.932 1.766 0.756 0.43
S 1.076 -1.555 2.403 0.28
Cl -2.731 -0.651 -1.458 -0.18
C -0.871 0.859 -0.095 0.03



2.
107
Properties=species:S:1:pos:R:3:mulliken_charge:R:1 method="wB97M-V/def2-TZVPD" energy_ha=-2775.6729 e_lumo_ev="0.528 / -0.683" multiplicity=3 s2=2.06 orbital_gap_ev="6.66 / 5.66"
H -1.058 -2.772 -6.035 0.56
H -1.779 -0.760 -2.977 0.67
C -2.127 -5.115 1.185 0.55
C 4.350 1.321 0.184 -1.45
H -5.422 0.805 -1.338 0.32
C -1.879 -3.438 -2.733 -1.16
C -0.758 0.181 1.734 -0.89
H 0.585 -4.025 -1.461 0.39
C -0.856 -2.501 -2.080 2.14
C -0.312 -0.492 4.113 -1.60
C 0.656 5.815 -0.113 0.69
C 0.996 7.135 2.319 -0.42
C 0.967 -3.491 -3.514 0.40
C 1.038 -2.217 -4.356 -1.41
H 6.909 2.278 3.960 0.39
C -3.461 1.560 0.215 -1.85
C 2.041 1.713 -0.656 -0.34
C 5.771 1.839 2.198 -0.62
N -1.280 -2.028 -0.741 0.46
H -2.853 -2.937 -2.736 0.32
C 5.922 2.114 3.550 -0.59
H -3.352 -1.482 0.836 0.63
C 4.512 1.626 1.656 0.53
H 1.772 -1.528 -3.928 0.40
H 6.642 1.792 1.556 0.37
H 1.739 8.768 1.150 0.38
H -5.538 -0.888 -1.857 0.26
H -0.485 4.707 -1.578 0.48
H 1.439 7.598 -1.002 0.39
S -0.634 2.266 -1.091 -0.48
H 3.272 4.001 0.561 0.31
H -0.045 -0.534 -2.554 0.13
C 0.309 5.188 1.086 0.16
H -1.308 -1.671 2.647 -0.73
H -2.165 -4.479 -4.591 0.27
H 1.252 -2.415 -1.653 -0.20
C 3.544 1.977 3.832 -0.86
H 0.206 5.349 3.214 0.44
H 2.956 5.309 -1.495 0.47
C -1.357 -2.521 -5.013 -1.53
C -1.515 -4.248 0.287 -0.17
C -0.058 -4.455 -4.116 -1.35
H 0.803 5.700 -2.258 0.49
H -5.474 -0.504 -0.128 0.32
H 1.683 -1.161 2.307 0.06
C -2.840 0.353 -0.434 0.71
H -0.151 -1.313 4.814 0.47
C 1.169 7.103 -0.076 -0.33
H 4.666 3.721 -0.492 0.51
H -5.751 -2.915 2.030 0.33
H -1.873 -6.942 2.297 0.41
H -0.542 -6.569 1.204 0.38
H -0.096 4.184 1.064 0.40
C -3.032 -2.507 0.901 -0.75
S 1.677 0.047 -0.441 -0.25
H -4.685 -1.822 2.906 0.33
N 1.434 3.910 -1.427 0.09
H 1.361 -2.449 -5.375 0.56
C 0.547 -3.132 -2.086 -0.86
C -1.958 -2.934 0.121 0.35
H 4.089 0.274 0.037 0.42
C -3.200 -4.662 1.939 -0.79
H 0.245 -4.746 -5.126 0.48
H 4.920 2.405 5.422 0.39
H -2.063 -7.176 0.562 0.30
H -4.295 1.261 0.859 0.37
H -1.669 0.672 2.099 0.45
C -0.793 -1.237 -2.963 -2.48
H -4.966 -3.458 3.508 0.41
C 1.051 2.661 -1.051 0.67
C -4.825 -2.862 2.607 -1.76
C -0.449 -0.991 2.678 2.05
H -2.731 2.069 0.839 0.32
C 0.789 -1.788 2.288 -1.04
C 3.589 3.573 -0.398 -0.52
C -5.105 -0.216 -1.117 -0.98
H 5.292 1.509 -0.340 0.46
H 0.946 -2.616 2.983 0.48
H 3.228 3.876 -2.504 0.39
H -2.339 -2.042 -5.069 0.50
H -0.104 -5.371 -3.518 0.52
C -3.658 -3.358 1.799 0.48
C 2.845 4.225 -1.539 -1.06
N 3.322 2.146 -0.438 0.01
C 0.479 5.844 2.292 -0.81
H 1.129 7.646 3.263 0.39
W -0.903 -0.110 -0.391 0.11
H -0.301 -0.631 -4.965 0.40
C -0.341 -1.560 -4.390 0.18
H -0.665 -4.611 -0.269 0.10
C 1.338 7.764 1.135 -0.67
C 3.395 1.694 2.486 0.63
H -3.845 2.284 -0.509 0.41
H 0.539 0.188 4.196 0.16
H 1.951 -3.968 -3.485 0.36
H -3.672 -5.325 2.655 0.37
C -1.436 -3.788 -4.158 0.37
H 0.703 -2.209 1.286 -0.01
H 2.670 2.029 4.468 0.42
O -3.703 -0.385 -1.218 0.10
C -1.624 -6.525 1.322 -1.80
H -1.993 -4.354 -2.154 0.55
H 2.408 1.518 2.074 0.33
H 0.040 0.940 1.836 0.40
C 4.807 2.186 4.369 -0.54
C 0.532 5.058 -1.417 -1.63
H -1.201 0.054 4.431 0.40



| no. | molar mass (g/mol) |
| --- | --- |
| 1 | 245.550 |
| 2 | 879.923 |